122
Properties=species:S:1:pos:R:3:forces:R:3 method="wB97M-V/def2-TZVPD" charge=+2 s2=0.750 spin_multiplicity=2 lumo_energy_ev=-8.265 relative_energy_ev=1.880
In 8.70444 -16.81561 -8.95313 0.490 0.040 -0.816
C 9.73366 -21.57310 -13.32388 1.375 0.860 -0.995
C 9.30413 -20.11044 -13.19716 -0.190 0.246 1.254
C 7.79695 -19.94434 -12.97367 -0.145 1.500 -2.017
P 10.08678 -19.29096 -11.67457 -1.559 1.799 -1.048
C 11.72558 -18.53186 -12.22019 0.462 -0.970 -0.050
N 11.85198 -17.05582 -12.43884 -0.353 -0.835 -0.650
Ge 11.11714 -16.11939 -11.04201 -0.656 1.527 1.822
N 9.05700 -13.38890 -11.98843 -2.586 -0.841 -2.091
C 7.83867 -13.24098 -12.50115 2.968 -1.125 2.584
P 1.68846 -14.89577 -14.31224 -0.697 0.850 0.961
C 2.70113 -13.54200 -14.84067 0.288 0.587 -2.991
C 2.94730 -13.40759 -16.39203 0.197 0.404 1.251
C 3.97824 -13.45669 -14.07637 0.033 1.088 2.091
C 2.36377 -15.14624 -12.65151 1.343 -2.016 -1.984
C 1.81499 -14.61748 -11.40096 0.026 -0.618 0.636
C 1.97601 -16.69512 -12.81024 3.328 -0.922 -2.733
C 10.04376 -12.66702 -12.72652 -2.656 1.567 0.823
C 9.59810 -11.37914 -13.00899 0.096 1.054 -0.028
C 10.42561 -10.43395 -13.52793 -0.646 1.284 -0.123
C 11.71807 -10.80135 -13.80096 0.901 3.288 -1.607
C 12.15021 -12.03899 -13.63536 -0.522 -1.680 1.394
C 11.31479 -12.97529 -13.03575 0.934 -0.832 0.668
N 11.77435 -14.29346 -12.75132 -0.280 -1.825 -0.166
C 11.47989 -15.17225 -13.89866 0.389 2.459 0.654
C 11.15129 -14.58030 -15.10808 -0.539 -1.064 -0.486
C 10.66979 -15.44185 -16.09392 1.202 -0.192 -0.400
C 10.68445 -16.82728 -15.96308 -1.231 0.855 0.964
C 10.91783 -17.32842 -14.71663 1.341 -0.735 0.558
C 11.41440 -16.51237 -13.70236 0.154 -2.535 1.020
C 13.10950 -14.27560 -12.23042 1.691 0.299 -1.785
C 14.17465 -14.00633 -13.11519 0.902 -0.252 0.404
C 15.46773 -13.88625 -12.62157 0.760 -0.529 1.189
C 15.69247 -14.00822 -11.23293 -1.758 -0.092 -0.453
C 14.63332 -14.29598 -10.37662 2.039 0.516 -0.692
C 13.37752 -14.48676 -10.89161 -0.278 -0.616 -0.124
N 12.41661 -15.11448 -10.15408 -2.326 -0.033 1.313
C 12.14287 -14.77482 -8.72342 -0.270 -0.601 -0.187
P 10.91442 -13.34804 -8.16855 1.340 -0.699 -1.285
C 11.94330 -11.74965 -8.12617 0.249 -0.777 -0.929
C 12.79652 -11.35257 -6.95059 0.928 0.350 -0.407
C 12.72850 -11.67867 -9.42868 0.028 -1.020 -1.184
C 10.67455 -13.74903 -6.41164 -0.877 -0.889 1.478
C 9.99397 -15.11293 -6.15263 0.409 0.118 0.722
C 9.75696 -12.62286 -5.93944 -0.153 0.628 0.894
C 10.41789 -20.60246 -10.49707 0.679 -1.154 0.622
C 11.08901 -19.94627 -9.29623 0.809 -0.072 0.255
C 9.15269 -21.37159 -10.02738 1.255 -0.607 1.090
H 8.95380 -22.13837 -13.77869 -0.599 -0.703 -0.133
H 10.09026 -21.99470 -12.39832 -0.455 -0.334 0.196
H 10.61170 -21.65389 -13.99234 -0.359 0.073 0.134
H 9.51947 -19.50321 -14.07009 0.342 -0.218 -0.040
H 7.48813 -20.43695 -12.10558 -0.701 -0.719 1.343
H 7.21705 -20.31265 -13.84046 0.304 -0.201 0.352
H 7.52785 -18.85538 -12.92365 0.299 -0.881 0.252
H 11.98275 -19.07444 -13.14308 0.336 0.349 0.331
H 12.40429 -18.93949 -11.42278 -0.068 0.999 -0.887
H 7.66229 -12.61021 -13.36197 -0.303 -0.282 -0.283
H 7.02886 -13.69735 -11.91124 0.214 0.259 -0.510
H 1.96975 -12.67750 -14.58716 0.800 -1.099 0.103
H 2.10045 -13.14733 -16.98904 -1.025 -0.696 -0.265
H 3.51513 -14.26024 -16.75855 -0.069 0.161 -0.240
H 3.49476 -12.48268 -16.49130 0.836 0.032 -0.072
H 4.70411 -12.72514 -14.27771 0.513 1.462 -1.461
H 4.62578 -14.31769 -13.91244 -0.630 -0.477 -0.281
H 3.58562 -13.06230 -13.13630 0.730 -0.332 0.669
H 3.54647 -14.82052 -12.53840 -3.172 -2.049 -0.881
H 1.74866 -15.45565 -10.72211 0.328 -0.132 0.644
H 5.83838 -7.18525 -15.20750 -0.021 0.003 0.080
H 2.53044 -13.87783 -11.16640 0.723 0.415 1.420
H 0.92826 -16.98202 -12.96366 0.172 0.455 0.854
H 2.61764 -17.34059 -12.18148 -0.888 0.640 0.172
H 2.45498 -17.15433 -13.83060 -0.898 1.118 1.433
H 8.61804 -11.08265 -12.69160 -0.155 0.172 0.105
H 10.08497 -9.39475 -13.67147 0.210 -0.687 0.063
H 12.43220 -10.06784 -14.20921 -0.497 -0.247 0.248
H 13.14987 -12.27765 -13.79899 1.166 -0.155 -0.449
H 11.26583 -13.50034 -15.23552 -0.313 -0.663 -0.271
H 10.46060 -15.11109 -17.06521 -0.405 0.966 -1.144
H 10.30048 -17.50587 -16.69521 0.035 0.030 -0.681
H 10.89160 -18.39567 -14.55115 -0.045 0.171 -0.115
H 14.04542 -13.92204 -14.19297 -0.249 -0.242 0.261
H 16.39887 -13.83625 -13.19101 -0.739 0.285 -0.479
H 16.65828 -13.97334 -10.80103 0.918 0.209 0.060
H 14.88503 -14.42318 -9.33847 -0.319 -0.228 0.262
H 13.09373 -14.75550 -8.19239 0.033 0.188 0.153
H 11.64193 -15.69954 -8.36244 0.203 0.605 0.202
H 11.18287 -11.02787 -8.33110 -0.781 0.708 0.481
H 13.65952 -12.01969 -6.83924 -0.073 -0.008 -0.160
H 12.25679 -11.42603 -6.02594 -0.227 0.515 0.565
H 13.23147 -10.32606 -7.15965 -0.676 -1.037 0.581
H 13.63707 -12.29215 -9.49841 0.169 0.696 0.751
H 12.89299 -10.65073 -9.78099 0.152 -0.328 0.248
H 12.17187 -12.21765 -10.20758 -0.424 0.529 -0.227
H 11.54730 -13.73107 -5.76560 0.511 0.086 -0.369
H 10.13547 -15.79852 -6.93528 0.461 -0.972 -1.549
H 8.91946 -15.04687 -6.05949 -0.296 0.240 0.368
H 10.42511 -15.68851 -5.31811 -0.317 0.602 0.128
H 8.69947 -12.80541 -5.78019 -0.113 -0.717 -0.288
H 9.80785 -11.88036 -6.67808 -0.333 1.474 -1.038
H 10.04187 -12.07765 -5.04533 0.516 -0.343 0.371
H 11.11819 -21.34893 -10.85788 0.290 -0.095 -0.290
H 11.44255 -20.73045 -8.58641 -0.557 0.790 -0.197
H 10.40868 -19.20804 -8.87700 -0.299 -0.231 0.672
H 11.96864 -19.33630 -9.54565 -0.030 -0.361 -0.124
H 8.29455 -20.76376 -10.09182 -1.212 0.650 -0.113
H 9.28801 -21.62763 -8.96070 -0.019 0.339 -0.259
H 8.96598 -22.35949 -10.44741 0.099 0.312 -0.682
N 0.89489 -12.52468 -11.32935 0.945 2.597 -0.347
N 0.64878 -13.87263 -11.40974 -4.315 1.651 -0.131
C -0.68336 -14.29032 -12.00202 2.977 0.234 0.732
N -1.00660 -15.41385 -11.29168 0.758 1.820 -0.265
S -1.36360 -13.44722 -13.20687 -0.040 -0.317 -0.187
H 0.85416 -11.99579 -10.45019 -0.498 -1.318 -0.026
H 0.53255 -11.90802 -12.03952 -0.240 -0.551 -0.528
H -1.18330 -17.26387 -4.57414 0.000 0.000 -0.001
H -0.53637 -15.06440 -10.45079 -0.910 -1.652 0.821
H -1.98460 -15.60380 -11.26741 -0.680 -0.515 0.132
O 2.20471 -18.98169 -11.40447 -0.258 -2.154 -1.281
H 2.16321 -19.91563 -11.74537 -0.046 1.328 0.154
H 2.42362 -19.14399 -10.50639 0.296 0.016 1.563
H 3.08138 -3.86285 -6.80129 0.022 -0.021 -0.069